[1]
The following is a DFT calculation (ωB97M-V with the def2-TZVPD basis set) of 8 unconnected molecules or ions with the total composition C40H102N6O16.

## Properties
Molecular weight: 923.28 g mol⁻¹
LUMO: 0.52 eV
HOMO: -8.55 eV
Orbital gap: 9.068 eV
2S+1: 1
F_max: 0.0633 Eh/bohr
ΔE to the lowest compared entry with this formula, charge and spin: 32.90 kcal/mol
SMILES: COCCNCCOC.COCCNCCOC.COCCNCCOC.COCCNCCOC.COCCNCCOC.COCCNCCOC.OCCO.OCCO

Last column: Löwdin charge in e.
Atoms and positions in Å:
1 C 1.3139 3.0315 -1.0686  -0.04
2 O 0.2677 2.3865 -0.3221  -0.27
3 C -1.0633 2.6833 -0.8101  -0.14
4 C -2.1578 1.9026 0.0375  -0.12
5 N -2.0668 2.2900 1.4724  -0.06
6 C -2.8160 1.4639 2.3690  -0.20
7 C -4.3371 1.7492 2.2830  -0.22
8 O -4.8928 1.5322 1.0240  -0.19
9 C -5.0664 0.1233 0.7433  -0.08
10 H 2.3037 2.7365 -0.7199  0.09
11 H 1.1952 4.1149 -1.0554  0.09
12 H 1.0861 2.6945 -2.0798  0.08
13 H -1.1315 2.4351 -1.8692  0.11
14 H -1.2653 3.7508 -0.7228  0.11
15 H -2.0073 0.8325 -0.1057  0.11
16 H -3.1484 2.2262 -0.2819  0.12
17 H -1.1382 1.9382 1.6570  0.06
18 H -2.5043 1.7587 3.3710  0.13
19 H -2.5819 0.4077 2.2361  0.10
20 H -4.5316 2.7955 2.5185  0.12
21 H -4.8354 1.1811 3.0686  0.12
22 H -5.5322 -0.3876 1.5859  0.08
23 H -4.1393 -0.4186 0.5563  0.06
24 H -5.7314 -0.0579 -0.1012  0.09
25 C 3.1979 -1.6356 -1.3862  -0.12
26 O 2.9432 -2.4104 -2.5121  -0.20
27 C 3.6061 -3.6589 -2.6992  -0.21
28 C 3.4661 -4.0551 -4.1485  -0.23
29 N 2.0835 -4.1819 -4.4991  -0.05
30 C 1.8362 -3.8162 -5.9128  -0.16
31 C 0.2940 -3.7195 -6.2182  -0.20
32 O -0.1780 -2.6396 -5.4503  -0.23
33 C -1.5780 -2.5978 -5.3723  -0.11
34 H 2.6858 -0.6822 -1.5165  0.07
35 H 4.2597 -1.3957 -1.3300  0.08
36 H 2.9850 -2.1261 -0.4364  0.09
37 H 3.3126 -4.4104 -1.9662  0.13
38 H 4.6694 -3.5333 -2.4953  0.12
39 H 3.9127 -5.0363 -4.3089  0.12
40 H 4.0588 -3.3434 -4.7233  0.12
41 H 1.5508 -3.6147 -3.8551  0.07
42 H 2.3377 -4.4763 -6.6205  0.12
43 H 2.2093 -2.8075 -6.0901  0.11
44 H -0.1580 -4.6488 -5.8716  0.11
45 H 0.0254 -3.4831 -7.2478  0.12
46 H -2.0051 -3.4717 -4.8803  0.08
47 H -1.9260 -2.4691 -6.3972  0.09
48 H -1.9231 -1.7464 -4.7856  0.09
49 C -3.4107 -7.0266 11.8838  -0.09
50 O -3.8619 -5.8351 11.2349  -0.21
51 C -2.8157 -4.9847 10.7981  -0.22
52 C -3.2924 -3.5846 10.3174  -0.21
53 N -2.2238 -2.7172 9.7770  -0.06
54 C -2.8385 -1.4265 9.4671  -0.22
55 C -1.7876 -0.4185 8.9794  -0.18
56 O -1.5418 -0.6055 7.5346  -0.21
57 C -0.7650 0.4983 7.0798  -0.13
58 H -2.5866 -7.3479 11.2469  0.08
59 H -4.1536 -7.8242 11.8900  0.09
60 H -3.0480 -6.7487 12.8734  0.09
61 H -2.3574 -5.5070 9.9583  0.12
62 H -2.0985 -4.8463 11.6071  0.12
63 H -3.7843 -3.1476 11.1864  0.11
64 H -4.1153 -3.6448 9.6050  0.11
65 H -1.8491 -3.1677 8.9544  0.11
66 H -3.2055 -1.0548 10.4238  0.12
67 H -3.6987 -1.4694 8.7991  0.12
68 H -0.8315 -0.6793 9.4330  0.12
69 H -2.0162 0.6244 9.1989  0.11
70 H 0.0195 0.6744 7.8158  0.08
71 H -1.3447 1.4202 7.0339  0.08
72 H -0.3970 0.3273 6.0682  0.08
73 C 4.4207 2.2849 2.4861  -0.10
74 O 3.4519 3.0441 1.8026  -0.23
75 C 3.2667 4.3984 2.2138  -0.18
76 C 4.3617 5.3750 1.8164  -0.23
77 N 4.3551 5.5633 0.3933  -0.05
78 C 5.5308 6.3190 0.0094  -0.20
79 C 5.5689 6.2161 -1.5147  -0.21
80 O 5.7618 4.8466 -1.8677  -0.20
81 C 6.5396 4.6737 -3.0390  -0.11
82 H 5.3693 2.8048 2.6200  0.08
83 H 4.6897 1.3500 1.9944  0.09
84 H 3.9860 2.1371 3.4746  0.09
85 H 3.1833 4.3558 3.2997  0.13
86 H 2.2828 4.7473 1.9002  0.11
87 H 5.2927 5.0238 2.2614  0.11
88 H 4.2667 6.3216 2.3482  0.13
89 H 4.3125 4.6483 -0.0322  0.10
90 H 6.4383 5.8735 0.4169  0.12
91 H 5.4982 7.3050 0.4730  0.12
92 H 6.5541 6.6081 -1.7671  0.11
93 H 4.8262 6.7533 -2.1046  0.13
94 H 7.5990 4.8972 -2.9134  0.08
95 H 6.2031 5.2730 -3.8849  0.09
96 H 6.5688 3.5984 -3.2152  0.09
97 C -1.6977 -9.6095 -2.0892  -0.10
98 O -1.8645 -8.2502 -2.5188  -0.19
99 C -0.6678 -7.8147 -3.0546  -0.25
100 C -0.7940 -6.2596 -3.1405  -0.20
101 N -0.7529 -5.5469 -1.8551  -0.03
102 C -0.7673 -4.0768 -2.0278  -0.17
103 C -0.7777 -3.3725 -0.5969  -0.22
104 O -1.8887 -3.8404 0.1144  -0.19
105 C -2.2165 -3.1881 1.3543  -0.07
106 H -1.2152 -10.2631 -2.8159  0.08
107 H -2.6758 -10.0607 -1.9227  0.09
108 H -1.0693 -9.6016 -1.1986  0.09
109 H -0.6866 -8.2240 -4.0647  0.12
110 H 0.2451 -8.1283 -2.5483  0.12
111 H -1.7278 -6.0915 -3.6771  0.11
112 H 0.0335 -5.9483 -3.7780  0.09
113 H -1.5992 -5.7997 -1.3652  0.10
114 H -1.6641 -3.6263 -2.4533  0.10
115 H 0.1206 -3.7705 -2.5808  0.09
116 H -0.6985 -2.2922 -0.7187  0.10
117 H 0.1864 -3.5707 -0.1286  0.11
118 H -1.4006 -3.3637 2.0555  0.09
119 H -3.1993 -3.5321 1.6768  0.09
120 H -2.3197 -2.1150 1.1934  0.05
121 C -0.4455 6.5574 -8.1203  -0.07
122 O -0.5422 5.1276 -8.3228  -0.19
123 C -1.7203 4.5721 -7.9351  -0.29
124 C -1.6388 3.0537 -8.1899  -0.20
125 N -0.5536 2.4148 -7.4412  -0.04
126 C -1.0193 2.0563 -6.0486  -0.17
127 C -0.0207 1.1817 -5.3527  -0.28
128 O -0.4585 0.8963 -4.1003  -0.18
129 C 0.2714 -0.0600 -3.3503  -0.08
130 H -0.5048 6.8350 -7.0679  0.09
131 H -1.2568 7.0481 -8.6579  0.08
132 H 0.4387 6.9898 -8.5886  0.09
133 H -2.5234 5.0336 -8.5098  0.12
134 H -1.9815 4.7896 -6.8995  0.12
135 H -1.4726 2.8762 -9.2525  0.11
136 H -2.6454 2.6959 -7.9732  0.11
137 H 0.1462 3.1276 -7.2923  0.09
138 H -1.9871 1.5656 -6.1524  0.12
139 H -1.1837 2.9959 -5.5211  0.11
140 H 0.9739 1.6249 -5.3019  0.12
141 H 0.2067 0.2684 -5.9025  0.12
142 H 1.3564 -0.0099 -3.4417  0.09
143 H -0.0464 -1.0876 -3.5269  0.07
144 H -0.0804 0.0075 -2.3209  0.08
145 O 0.8180 -0.2205 0.2424  -0.08
146 C 0.5834 -0.5811 1.5774  -0.26
147 C 1.3005 0.3546 2.4951  -0.19
148 O 0.8437 1.6761 2.1701  -0.09
149 H 0.6697 0.7182 0.1064  0.03
150 H -0.4803 -0.7004 1.7833  0.09
151 H 0.9864 -1.5813 1.7368  0.12
152 H 2.3687 0.3585 2.2782  0.11
153 H 1.0588 0.0760 3.5208  0.12
154 H 1.5860 2.2342 1.9270  0.05
155 O -2.8623 4.9334 2.2926  -0.10
156 C -1.9006 5.6954 1.5922  -0.22
157 C -0.4289 5.1618 1.8362  -0.24
158 O -0.1302 5.3692 3.1970  -0.08
159 H -2.7107 4.0213 2.0343  0.02
160 H -2.1235 5.6192 0.5279  0.10
161 H -2.0977 6.6791 2.0182  0.12
162 H 0.2504 5.7768 1.2459  0.11
163 H -0.2964 4.0836 1.7465  0.09
164 H -0.8587 4.9756 3.6828  0.08

[2]
The following is a DFT calculation (ωB97M-V with the def2-TZVPD basis set) of a single C3H7N3O2 molecule.

## Properties
Molecular weight: 117.11 g mol⁻¹
LUMO (spin up / spin down): 0.70 / 0.70 eV
HOMO (spin up / spin down): -6.73 / -6.73 eV
Orbital gap (spin up / spin down): 7.423 / 7.421 eV
2S+1: 1
F_max: 0.0103 Eh/bohr
ΔE to the lowest compared entry with this formula, charge and spin: 101.34 kcal/mol

Last column: Löwdin charge in e.
Atoms and positions in Å:
1 C -0.9068 -0.2947 0.3345  -0.49
2 N -1.7993 -1.3045 0.6074  0.17
3 N 0.5568 1.7673 -1.0773  0.00
4 C 0.9146 -1.0840 0.9355  -0.23
5 C 0.9168 0.3709 -1.0872  -0.24
6 O -1.3601 0.9388 0.5632  0.09
7 N 0.1707 -0.5417 -0.4496  -0.02
8 O 0.9695 -2.2429 1.2289  0.04
9 H -0.7338 1.5603 0.0877  0.08
10 H -2.3298 -1.1453 1.4538  0.11
11 H -1.3855 -2.2279 0.5718  0.10
12 H 0.1773 2.0857 -1.9650  0.09
13 H 1.3419 2.3689 -0.8475  0.09
14 H 1.6295 -0.2753 1.1727  0.12
15 H 1.8382 0.0245 -1.5290  0.09

[3]
The following is a DFT calculation (ωB97M-V with the def2-TZVPD basis set) of 2 unconnected molecules or ions with the total composition C26H43F2OSi4.

## Properties
Molecular weight: 521.97 g mol⁻¹
LUMO: -5.75 eV
HOMO: -10.16 eV
Orbital gap: 4.407 eV
2S+1: 1
F_max: 0.0284 Eh/bohr
Total charge: +1
ΔE to the lowest compared entry with this formula, charge and spin: 0.00 kcal/mol

Last column: Löwdin charge in e.
Atoms and positions in Å:
1 C 3.0591 -2.9920 4.0099  -0.20
2 Si 2.3693 -2.9725 2.2598  0.40
3 C 3.4076 -4.0158 1.0932  -0.21
4 C 0.6189 -3.6519 2.2471  -0.21
5 Si 2.2927 -0.7950 1.3770  0.49
6 Si 1.0240 0.5951 2.7874  0.40
7 C 1.7106 0.6393 4.5364  -0.19
8 C 1.0084 2.3036 2.0040  -0.22
9 C -0.7366 -0.0649 2.8022  -0.21
10 Si 4.5026 0.0405 1.3528  0.40
11 C 5.2519 0.0753 3.0843  -0.19
12 C 5.5373 -1.0565 0.2305  -0.22
13 C 4.4662 1.7771 0.6344  -0.22
14 O 1.4771 -0.8477 -0.1998  -0.31
15 C 0.2153 -1.2104 -0.5385  -0.30
16 C -0.1848 -1.0955 -1.8278  0.00
17 H 3.0419 -4.0298 4.3773  0.04
18 H 4.0967 -2.6385 4.0528  0.02
19 H 2.4550 -2.3856 4.6967  0.01
20 H 3.3146 -5.0734 1.3803  0.04
21 H 3.0466 -3.9142 0.0615  0.04
22 H 4.4690 -3.7455 1.1198  0.01
23 H 0.6462 -4.6974 2.5881  0.04
24 H -0.0503 -3.0940 2.9122  0.01
25 H 0.1985 -3.6396 1.2332  0.02
26 H 1.0614 1.2849 5.1473  0.04
27 H 1.7192 -0.3552 4.9990  0.02
28 H 2.7258 1.0516 4.5782  0.02
29 H 0.2491 2.9243 2.5037  0.03
30 H 1.9774 2.8102 2.0970  0.02
31 H 0.7492 2.2446 0.9381  0.02
32 H -1.3702 0.6166 3.3889  0.03
33 H -1.1552 -0.1206 1.7892  0.00
34 H -0.7969 -1.0599 3.2589  0.02
35 H 6.2765 0.4722 3.0032  0.04
36 H 4.6914 0.7271 3.7668  0.01
37 H 5.3128 -0.9260 3.5300  0.02
38 H 6.5294 -0.5981 0.1026  0.04
39 H 5.6738 -2.0639 0.6398  0.01
40 H 5.0704 -1.1413 -0.7597  0.04
41 H 5.5007 2.1243 0.4923  0.04
42 H 3.9689 1.7775 -0.3446  0.03
43 H 3.9509 2.4902 1.2881  0.01
44 H -0.4460 -1.5955 0.2548  0.10
45 H -1.2161 -1.3621 -2.0469  0.04
46 H 0.5067 -0.7940 -2.6146  0.06
47 C -2.9520 1.0797 -8.1855  -0.01
48 C -2.8029 1.2169 -6.7168  -0.16
49 C -3.9115 1.0821 -5.8822  -0.18
50 F -5.1120 0.7778 -6.4802  0.07
51 C -3.8646 1.2355 -4.5108  0.10
52 C -2.5989 1.4241 -3.8673  -0.17
53 C -2.3701 1.4885 -2.4673  0.11
54 C -3.2693 1.3447 -1.3770  -0.17
55 C -4.6132 0.8591 -1.4491  0.09
56 C -5.3975 0.8634 -0.3120  -0.18
57 F -6.7220 0.5103 -0.4130  0.07
58 C -4.9331 1.2217 0.9521  -0.16
59 C -5.8352 1.1535 2.1279  -0.01
60 C -3.5940 1.6378 1.0441  0.00
61 C -2.7879 1.6962 -0.0783  0.01
62 C -1.4659 1.5820 -4.7258  0.02
63 C -1.5697 1.4926 -6.0989  0.01
64 H -1.9869 1.2880 -8.6489  0.09
65 H -3.2622 0.0711 -8.4808  0.11
66 H -3.6883 1.7783 -8.5988  0.11
67 H -4.7851 1.2212 -3.9385  0.11
68 H -1.3372 1.7161 -2.1838  0.13
69 H -5.0177 0.4725 -2.3767  0.11
70 H -5.2600 1.3971 3.0229  0.09
71 H -6.6674 1.8635 2.0531  0.11
72 H -6.2707 0.1563 2.2624  0.11
73 H -3.1974 1.9154 2.0256  0.12
74 H -1.7513 2.0274 0.0080  0.12
75 H -0.5011 1.7803 -4.2553  0.13
76 H -0.6919 1.6290 -6.7360  0.13

Question: What is the F_max in the third record?
Answer: 0.0284 Eh/bohr

Question: Look up the ΔE to the lowest compared entry with this formula, charge and spin of the first one.
Answer: 32.90 kcal/mol

Question: Which of these has the highest F_max?
Answer: C40H102N6O16